Below is a 2-piece molecular cluster, C3H12N2 overall, with properties calculated with ωB97M-V/def2-TZVPD.

Each atom is followed by the atoms it is bonded to, with distances in Å.
Atoms and positions in Å:
1 C -0.529 0.892 2.339  N2 1.437, H3 1.103, H4 1.112, H5 1.087
2 N 0.725 1.130 1.680  C1 1.437, H6 1.057, H7 1.024
3 H -1.234 1.740 2.319  C1 1.103
4 H -0.446 0.664 3.424  C1 1.112
5 H -0.932 -0.016 1.898  C1 1.087
6 H 0.554 0.914 0.659  N2 1.057
7 H 0.995 2.117 1.647  N2 1.024
8 C 0.835 -1.710 -1.320  N9 1.454, H11 1.101, H12 1.116, H13 1.099
9 N 0.366 -0.433 -0.807  C8 1.454, C10 1.465, H14 1.025
10 C -0.824 0.045 -1.515  N9 1.465, H15 1.101, H16 1.107, H17 1.096
11 H -0.018 -2.399 -1.408  C8 1.101
12 H 1.342 -1.638 -2.312  C8 1.116
13 H 1.536 -2.105 -0.572  C8 1.099
14 H 1.133 0.213 -1.022  N9 1.025
15 H -0.588 0.434 -2.517  C10 1.101
16 H -1.328 0.893 -1.013  C10 1.107
17 H -1.587 -0.741 -1.479  C10 1.096

Computed properties:
- relative energy (zero: lowest compared OMol25 entry of this formula, charge and spin) (kcal per mole) = 30.0
- DFT total energy (eV) = -6275.59818
- orbital gap (alpha / beta) (eV) = 9.6 / 4.1
- ⟨S²⟩ = 0.754
- spin multiplicity = 2
- net charge = +1

=====

Below is a 2-piece molecular cluster, C3H12N2 overall, with properties calculated with ωB97M-V/def2-TZVPD.

Each atom is followed by the atoms it is bonded to, with distances in Å.
Atoms and positions in Å:
1 C -0.802 -0.846 -0.243  C2 1.355, H6 1.073, H7 1.094
2 C 0.441 -0.339 -0.433  C1 1.355, C3 1.601, H8 1.046, H9 1.106
3 C -0.038 1.152 -0.769  C2 1.601, N4 1.531, H10 0.998, H11 1.197
4 N 1.173 2.043 -0.478  C3 1.531, H12 1.083, H13 1.052, H14 1.148
5 N -0.857 -1.973 1.535  H15 1.006, H16 0.999, H17 1.028
6 H -1.499 -0.308 0.370  C1 1.073
7 H -1.199 -1.434 -1.075  C1 1.094
8 H 1.083 -0.424 0.389  C2 1.046
9 H 1.009 -0.735 -1.295  C2 1.106
10 H -0.776 1.593 -0.262  C3 0.998
11 H -0.124 1.151 -1.963  C3 1.197
12 H 1.306 3.001 -0.963  N4 1.083
13 H 1.931 1.547 -1.011  N4 1.052
14 H 1.244 2.367 0.622  N4 1.148
15 H -0.663 -1.497 2.400  N5 1.006
16 H -1.741 -2.375 1.770  N5 0.999
17 H -0.489 -2.923 1.406  N5 1.028

Computed properties:
- relative energy (zero: lowest compared OMol25 entry of this formula, charge and spin) (kcal per mole) = 82.5
- DFT total energy (eV) = -6244.23763
- orbital gap (alpha / beta) (eV) = 11.9 / 6.9
- ⟨S²⟩ = 0.776
- spin multiplicity = 2
- net charge = +3

=====

Below is a 2-piece molecular cluster, C3H12N2O overall, with properties calculated with ωB97M-V/def2-TZVPD.

Each atom is followed by the atoms it is bonded to, with distances in Å.
Atoms and positions in Å:
1 C 0.206 -1.254 0.651  C2 1.566, H6 1.112, H7 1.121, H8 1.084
2 C -0.386 -0.113 -0.244  C1 1.566, N3 1.473, C4 1.608, H9 1.114
3 N 0.106 1.230 0.110  C2 1.473, H10 1.023, H11 1.055
4 C -0.066 -0.276 -1.812  C2 1.608, N5 1.493, H12 1.063, H13 1.091
5 N -0.248 0.981 -2.596  C4 1.493, H14 0.985, H15 1.082
6 H 0.420 -2.073 -0.069  C1 1.112
7 H -0.346 -1.801 1.458  C1 1.121
8 H 1.215 -1.159 1.036  C1 1.084
9 H -1.481 -0.039 -0.054  C2 1.114
10 H 0.640 1.791 -0.558  N3 1.023
11 H 0.735 1.321 0.952  N3 1.055
12 H 0.914 -0.685 -1.850  C4 1.063
13 H -0.696 -1.021 -2.299  C4 1.091
14 H -1.170 1.302 -2.472  N5 0.985
15 H 0.340 1.700 -2.041  N5 1.082
16 O 0.354 0.161 3.430  H17 0.987, H18 0.984
17 H -0.208 -0.647 3.495  O16 0.987
18 H -0.330 0.582 2.864  O16 0.984

Computed properties:
- relative energy (zero: lowest compared OMol25 entry of this formula, charge and spin) (kcal per mole) = 33.9
- DFT total energy (eV) = -8331.85003
- orbital gap (eV) = 9.9
- SMILES string = C[C@@H](N)CN.O
- net charge = 0

=====

Below is a 2-piece molecular cluster, C3H12N2O overall, with properties calculated with ωB97M-V/def2-TZVPD.

Each atom is followed by the atoms it is bonded to, with distances in Å.
Atoms and positions in Å:
1 C -2.395 0.096 -0.342  C2 1.589, H6 1.100, H7 1.070, H8 1.114
2 C -0.864 -0.044 -0.739  C1 1.589, N3 1.449, C4 1.519, H9 1.127
3 N -0.240 -1.172 -0.077  C2 1.449, H10 1.006, H11 1.000
4 C -0.269 1.305 -0.373  C2 1.519, N5 1.442, H12 1.112, H13 1.109
5 N 1.088 1.539 -0.802  C4 1.442, H14 1.010, H15 1.006
6 H -2.400 -0.363 0.657  C1 1.100
7 H -2.803 1.085 -0.385  C1 1.070
8 H -3.026 -0.426 -1.098  C1 1.114
9 H -0.689 -0.201 -1.840  C2 1.127
10 H -0.231 -1.054 0.922  N3 1.006
11 H -0.267 -2.105 -0.436  N3 1.000
12 H -0.399 1.523 0.710  C4 1.112
13 H -0.962 2.049 -0.814  C4 1.109
14 H 1.394 2.485 -0.980  N5 1.010
15 H 1.489 0.945 -1.507  N5 1.006
16 O 2.259 -1.433 2.017  H17 0.950, H18 0.946
17 H 1.962 -2.092 1.401  O16 0.950
18 H 3.023 -0.881 1.930  O16 0.946

Computed properties:
- relative energy (zero: lowest compared OMol25 entry of this formula, charge and spin) (kcal per mole) = 23.0
- DFT total energy (eV) = -8332.32532
- orbital gap (eV) = 9.6
- SMILES string = C[C@H](N)CN.O
- net charge = 0

=====

Below is a 2-piece molecular cluster, C3H12N2O overall, with properties calculated with ωB97M-V/def2-TZVPD.

Each atom is followed by the atoms it is bonded to, with distances in Å.
Atoms and positions in Å:
1 C 1.956 -0.402 -0.566  C2 1.522, H4 1.087, H5 1.086, H6 1.086
2 C 0.996 -1.507 -0.988  C1 1.522, N3 1.457, H7 1.095, H8 1.103
3 N -0.361 -1.162 -0.584  C2 1.457, H9 1.014, H10 1.018
4 H 1.972 -0.315 0.517  C1 1.087
5 H 1.636 0.547 -0.985  C1 1.086
6 H 2.961 -0.624 -0.914  C1 1.086
7 H 1.001 -1.603 -2.078  C2 1.095
8 H 1.336 -2.467 -0.565  C2 1.103
9 H -1.012 -1.892 -0.852  N3 1.014
10 H -0.410 -1.040 0.425  N3 1.018
11 N -0.830 0.896 1.640  C12 1.459, H14 1.013, H15 1.016
12 C -1.671 1.531 0.630  N11 1.459, O13 1.385, H16 1.104, H17 1.103
13 O -1.034 1.549 -0.599  C12 1.385, H18 0.985
14 H -1.290 0.911 2.542  N11 1.013
15 H 0.040 1.416 1.721  N11 1.016
16 H -2.612 0.956 0.592  C12 1.104
17 H -1.915 2.581 0.865  C12 1.103
18 H -0.763 0.623 -0.800  O13 0.985

Computed properties:
- relative energy (zero: lowest compared OMol25 entry of this formula, charge and spin) (kcal per mole) = 1.5
- DFT total energy (eV) = -8333.25568
- orbital gap (eV) = 10.4
- SMILES string = CCN.NCO
- net charge = 0

=====

Below is a 2-piece molecular cluster, C3H12N2O overall, with properties calculated with ωB97M-V/def2-TZVPD.

Each atom is followed by the atoms it is bonded to, with distances in Å.
Atoms and positions in Å:
1 C 1.128 1.067 -1.082  C2 1.524, H6 1.084, H7 1.088, H8 1.087
2 C -0.110 0.822 -0.226  C1 1.524, N3 1.454, C4 1.521, H9 1.100
3 N -0.748 -0.441 -0.560  C2 1.454, H10 1.005, H11 1.017
4 C -1.121 1.953 -0.334  C2 1.521, N5 1.488, H12 1.091, H13 1.090
5 N -2.002 1.984 0.865  C4 1.488, H14 1.028, H15 1.015
6 H 2.004 1.445 -0.567  C1 1.084
7 H 1.442 0.077 -1.406  C1 1.088
8 H 0.889 1.538 -2.032  C1 1.087
9 H 0.201 0.792 0.828  C2 1.100
10 H -0.198 -1.259 -0.362  N3 1.005
11 H -1.687 -0.526 -0.181  N3 1.017
12 H -1.720 1.894 -1.244  C4 1.091
13 H -0.553 2.883 -0.298  C4 1.090
14 H -2.720 1.252 0.790  N5 1.028
15 H -2.651 2.748 0.707  N5 1.015
16 O 2.303 -5.211 1.641  H17 0.958, H18 0.972
17 H 3.005 -5.337 1.001  O16 0.958
18 H 2.538 -5.680 2.460  O16 0.972

Computed properties:
- relative energy (zero: lowest compared OMol25 entry of this formula, charge and spin) (kcal per mole) = 10.9
- DFT total energy (eV) = -8332.84848
- orbital gap (eV) = 9.9
- SMILES string = C[C@H](N)CN.O
- net charge = 0

=====

Record order is preserved below.
F_max: 5.05 6.43 3.80 2.64 0.52 1.66 eV Å⁻¹